a | 15
Properties=species:S:1:pos:R:3:nbo_charge:R:1 method="wB97M-V/def2-TZVPD" charge=0 gap_ev=8.995 e_homo_ev=-10.11
C -0.093 -0.025 -1.382 -0.449
C 0.037 0.568 0.035 -0.284
C -1.308 0.288 -0.412 -0.171
C 0.607 -0.350 1.136 -0.596
O -2.972 1.973 -2.800 -0.859
O -1.716 3.141 -1.028 -0.902
S -2.507 1.992 -1.413 1.895
Cl -4.199 1.926 -0.246 -0.232
H 0.123 0.479 -2.300 0.243
H 0.227 -0.996 -1.667 0.220
H 0.457 1.550 0.029 0.256
H -1.817 -0.433 0.167 0.221
H 1.084 0.261 1.839 0.229
H 1.235 -1.157 0.642 0.225
H -0.289 -0.941 1.525 0.205

=====

b | 15
Properties=species:S:1:pos:R:3:nbo_charge:R:1 method="wB97M-V/def2-TZVPD" charge=0 gap_ev=9.403 e_homo_ev=-8.99
C -0.432 -0.904 -0.024 -0.437
C 1.167 -0.454 -2.178 0.302
C -1.672 -0.305 -0.110 -0.253
C -0.800 1.868 1.698 -0.791
O -3.352 1.690 0.848 -0.940
O 0.240 -1.144 -2.259 -0.481
S -2.002 1.697 0.247 1.186
Cl -3.180 -0.898 -0.523 0.085
H -0.267 -1.993 -0.263 0.247
H 0.363 -0.291 0.338 0.201
H 1.922 -0.551 -1.322 0.098
H 1.458 0.446 -2.985 0.100
H 0.130 1.444 1.501 0.210
H -0.723 2.906 1.939 0.229
H -1.273 1.269 2.507 0.243

=====

What is the stability order? It is a, b, from most stable to least stable.

=====

a | 7
Properties=species:S:1:pos:R:3:nbo_charge:R:1 method="wB97M-V/def2-TZVPD" charge=-1 gap_ev="9.359 / 6.039" e_homo_ev="-5.41 / -3.05"
N -0.324 -0.291 -2.025 -0.662
O -0.646 1.374 1.776 -0.986
O -0.823 -1.009 1.279 -0.991
O 1.405 -0.031 1.402 -0.987
S 0.001 0.191 1.206 2.066
H 0.291 0.258 -2.482 0.267
H 0.096 -0.492 -1.155 0.293

=====

b | 7
Properties=species:S:1:pos:R:3:nbo_charge:R:1 method="wB97M-V/def2-TZVPD" charge=-1 gap_ev="4.941 / 8.611" e_homo_ev="-1.19 / -4.61"
N -0.391 0.121 -0.547 -0.392
O 3.188 -0.549 -2.077 -0.988
O 2.702 1.856 -1.770 -0.986
O -0.263 -0.052 0.886 -0.629
S 2.735 0.517 -1.170 1.276
H -1.031 -0.612 -0.731 0.262
H 0.332 0.557 1.238 0.456

=====

What is the stability order? It is a, b, from most stable to least stable.

=====

a | 7
Properties=species:S:1:pos:R:3:nbo_charge:R:1 method="wB97M-V/def2-TZVPD" charge=-1 gap_ev=7.037 e_homo_ev=-2.95
N -0.729 0.156 -0.180 -0.416
O 1.233 -1.196 -0.414 -1.038
O 1.628 0.599 1.201 -1.020
O -1.655 0.946 -0.656 -0.759
S 1.298 0.168 -0.150 1.577
H -0.988 0.191 0.815 0.340
H -0.787 -0.863 -0.615 0.315

=====

b | 7
Properties=species:S:1:pos:R:3:nbo_charge:R:1 method="wB97M-V/def2-TZVPD" charge=-1 gap_ev="7.143 / 7.143" e_homo_ev="-3.15 / -3.15"
N 0.081 0.675 -0.516 -0.576
O 0.405 2.095 2.103 -0.993
O 0.158 -0.265 2.254 -1.014
O -0.941 -0.252 -0.172 -0.659
S 0.952 0.840 1.658 1.509
H 0.870 0.173 -0.827 0.271
H -1.178 -0.254 0.738 0.463

=====

What is the stability order? It is b, a, from most stable to least stable.

=====

a | 8
Properties=species:S:1:pos:R:3:lowdin_spin:R:1 method="wB97M-V/def2-TZVPD" charge=0 s2=2.01 gap_ev="7.079 / 6.656" e_homo_ev="-6.60 / -9.88" multiplicity=3
C -0.741 0.478 0.298 0.501
N 0.466 0.167 -0.092 0.094
O -1.775 0.053 0.535 0.309
P 0.947 -1.369 -0.742 0.076
I -0.506 3.175 0.990 0.993
H 1.211 0.934 -0.172 0.011
H -0.318 -1.523 -1.428 0.011
H 0.718 -1.914 0.611 0.006

=====

b | 8
Properties=species:S:1:pos:R:3:lowdin_spin:R:1 method="wB97M-V/def2-TZVPD" charge=0 s2=2.01 gap_ev="6.058 / 6.515" e_homo_ev="-5.59 / -9.69" multiplicity=3
C 0.852 -0.253 -0.181 0.453
N -0.032 0.702 -0.206 0.152
O 0.475 -1.530 -0.011 0.877
P -1.691 0.298 0.068 0.072
I 2.905 0.270 0.015 0.417
H 0.166 1.710 -0.365 0.008
H -1.207 -0.394 1.338 0.008
H -1.469 -0.804 -0.659 0.012

=====

What is the stability order? It is a, b, from most stable to least stable.